{"formula": "C2H3BrFI", "method": "wB97M-V/def2-TZVPD", "gap_ev": [5.31, 5.31], "e_above_lowest_ev": 2.887, "energy_ev": -82979.9593, "fmax_ev_per_a": 3.79, "e_homo_ev": [-8.7, -8.7], "lumo_energy_ev": [-3.35, -3.35], "symbols": ["C", "C", "F", "Br", "I", "H", "H", "H"], "coordinates": [[-0.452702, 0.643391, -0.090273], [0.299222, -0.545815, -0.303330], [-0.308302, -1.552571, -0.833667], [1.271391, -1.735541, 2.633988], [-0.672551, 1.702108, -2.015919], [-1.603430, 0.636901, 0.120705], [0.167249, 1.433861, 0.565414], [1.299123, -0.582334, -0.076918]], "forces_ev_per_a": [[-1.04, 3.23, 1.68], [-2.85, -0.39, 0.79], [0.60, 0.12, 0.07], [-0.49, 0.61, -1.23], [0.39, -0.23, -0.12], [2.52, -0.64, 0.15], [-1.66, -2.11, -1.36], [2.52, -0.59, 0.02]]}